Entry 1:
# C2H6N2O3

One molecule with the formula C2H6N2O3 at a distorted geometry (the ωB97M-V functional and the def2-TZVPD basis, the OMol25 dataset).

Calculated values
**ΔE to the lowest compared entry with this formula, charge and spin**: 6.8996 eV
**Structure (SMILES)**: CN(COO)N=O
**Net charge**: 0
**Lowest unoccupied orbital energy**: 0.57 eV

Geometry as XYZ:
```
13
C2H6N2O3 the ωB97M-V functional and the def2-TZVPD basis
O -1.7250 -1.8652 0.8547
N -1.5318 -0.6549 0.6617
O 1.1944 1.4945 1.6410
O 1.0168 1.5199 0.1845
N -0.4376 -0.2410 -0.0605
C 0.4031 -1.1214 -0.8544
C -0.2902 1.2107 -0.2514
H 0.9911 0.6183 1.9819
H 0.3261 -0.8826 -1.9119
H 0.0726 -2.1328 -0.7485
H 1.4544 -1.1050 -0.5445
H -1.0379 1.7395 0.3450
H -0.4359 1.4201 -1.2977
```

Atomic partial charges in e from the Löwdin method, atoms 1 to 4: atom 1 (O): -0.060, atom 2 (N): -0.044, atom 3 (O): 0.001, atom 4 (O): -0.123



Entry 2:
# C2H6N2O3

One molecule with the formula C2H6N2O3 at a distorted geometry (the ωB97M-V functional and the def2-TZVPD basis, the OMol25 dataset).

Calculated values
**ΔE to the lowest compared entry with this formula, charge and spin**: 3.5077 eV
**Structure (SMILES)**: OC1(O)NNCO1
**Net charge**: 0
**Lowest unoccupied orbital energy**: 0.71 eV

Geometry as XYZ:
```
13
C2H6N2O3 the ωB97M-V functional and the def2-TZVPD basis
C -1.0866 0.6967 -0.1619
C 1.1527 0.0262 0.0407
N -1.0564 -0.7560 -0.0511
N 0.2697 -1.1079 -0.3183
O 0.1364 1.1513 0.3543
O 1.8416 -0.2521 1.1413
O 1.8298 0.2728 -1.1194
H -1.2915 0.8364 -1.1867
H -1.9757 1.2827 0.4205
H -1.3913 -0.8172 0.8945
H 0.2005 -1.4260 -1.2846
H 1.7580 -1.0822 1.6025
H 2.4073 1.0463 -0.8576
```

Atomic partial charges in e from the Löwdin method, atoms 1 to 4: atom 1 (C): -0.259, atom 2 (C): -0.634, atom 3 (N): -0.062, atom 4 (N): 0.029



Entry 3:
# C2H6N2O3

A 2-piece molecular cluster, C2H6N2O3 overall at a distorted geometry (the ωB97M-V functional and the def2-TZVPD basis, the OMol25 dataset).

Calculated values
**ΔE to the lowest compared entry with this formula, charge and spin**: 9.7370 eV
**Net charge**: 0
**Lowest unoccupied orbital energy (spin up / spin down)**: 0.09 / 0.01 eV

Geometry as XYZ:
```
13
C2H6N2O3 the ωB97M-V functional and the def2-TZVPD basis
C 1.3137 -0.7813 -1.4025
C -1.4655 0.2357 1.2660
N -0.9302 2.0721 -1.6220
N -0.9034 -0.1656 -0.8701
O -0.3395 1.8218 -2.6072
O -0.0516 -0.4602 -1.8457
O -0.4284 0.0711 0.3718
H 1.3920 -1.8838 -1.3342
H 1.6326 -0.4501 -0.4238
H 1.8859 -0.3574 -2.1248
H -2.3287 -0.2499 0.7442
H -1.7744 1.2479 1.3165
H -1.0789 -0.2727 2.1626
```

Atomic partial charges in e from the Löwdin method, atoms 1 to 4: atom 1 (C): -0.017, atom 2 (C): -0.094, atom 3 (N): 0.094, atom 4 (N): -0.057



Entry 4:
# C2H6N2O3

A 2-piece molecular cluster, C2H6N2O3 overall at a distorted geometry (the ωB97M-V functional and the def2-TZVPD basis, the OMol25 dataset).

Calculated values
**Spin multiplicity**: 2
**ΔE to the lowest compared entry with this formula, charge and spin**: 1.7529 eV
**Net charge**: +1
**Lowest unoccupied orbital energy (spin up / spin down)**: -5.40 / -10.09 eV

Geometry as XYZ:
```
13
C2H6N2O3 the ωB97M-V functional and the def2-TZVPD basis
O 0.3961 -0.5563 0.9442
C 0.7452 0.5725 1.3138
N 0.8784 1.5181 0.4306
C 0.7336 1.1742 -0.9941
N -0.5133 0.5308 -1.2521
O 1.6144 1.5796 -1.7295
H 0.7563 0.6414 2.4804
H 1.3458 2.4679 0.4186
H -1.0588 0.3843 -0.3797
H -0.4413 -0.3461 -1.9800
H -1.8429 -2.2270 -0.2838
H -0.9586 -2.6897 0.8385
O -1.6549 -3.0496 0.1932
```

Atomic partial charges in e from the Löwdin method, atoms 1 to 4: atom 1 (O): 0.198, atom 2 (C): -0.186, atom 3 (N): 0.171, atom 4 (C): -0.439



Entry 5:
# C2H6N2O3S

One molecule with the formula C2H6N2O3S at a distorted geometry (the ωB97M-V functional and the def2-TZVPD basis, the OMol25 dataset).

Calculated values
**ΔE to the lowest compared entry with this formula, charge and spin**: 7.4878 eV
**Structure (SMILES)**: C=[S@](C)(=O)N[N+](=O)[O-]
**Net charge**: 0
**Lowest unoccupied orbital energy**: -0.01 eV

Geometry as XYZ:
```
14
C2H6N2O3S the ωB97M-V functional and the def2-TZVPD basis
C 1.0764 -1.7774 -0.3875
C -1.0524 -0.1309 -1.2432
N 0.2688 1.2457 0.6774
N -0.4855 0.9987 1.6887
O -0.9938 1.9048 2.2803
O -0.6444 -0.1920 1.9251
O 1.5587 0.5262 -1.3649
S 0.6357 -0.1733 -0.5469
H 2.1011 -1.8351 -0.1011
H 0.5598 -2.5185 0.3665
H -0.9138 0.7575 -1.8680
H -1.3928 -0.9863 -1.7653
H -1.6014 -0.0424 -0.3771
H 0.8836 2.2229 0.7158
```

Atomic partial charges in e from the Löwdin method, atoms 1 to 4: atom 1 (C): -0.201, atom 2 (C): -0.109, atom 3 (N): -0.061, atom 4 (N): -0.588



Entry 6:
# C2H6N2O4

A 2-piece molecular cluster, C2H6N2O4 overall at a distorted geometry (the ωB97M-V functional and the def2-TZVPD basis, the OMol25 dataset).

Calculated values
**ΔE to the lowest compared entry with this formula, charge and spin**: 7.1210 eV
**Structure (SMILES)**: C[N+](=O)[O-].C[N+](=O)[O-]
**Net charge**: 0
**Lowest unoccupied orbital energy**: 0.04 eV

Geometry as XYZ:
```
14
C2H6N2O4 the ωB97M-V functional and the def2-TZVPD basis
C 16.4832 11.9104 -4.5431
N 15.0304 11.7694 -4.8351
O 14.4691 12.7456 -5.2931
O 14.5284 10.6779 -4.7001
H 16.8935 10.9145 -4.4438
H 16.5535 12.4444 -3.6012
H 16.9335 12.4643 -5.3574
C 18.6914 7.2196 -3.8847
N 17.3640 7.8028 -3.5758
O 16.3939 7.1493 -3.8948
O 17.3351 8.8844 -2.9983
H 19.4522 7.9783 -3.7679
H 18.6797 6.8233 -4.8963
H 18.8545 6.3940 -3.1952
```

Atomic partial charges in e from the Löwdin method, atoms 1 to 4: atom 1 (C): 0.046, atom 2 (N): -0.455, atom 3 (O): 0.055, atom 4 (O): 0.073



Entry 7:
# C2H6N2OS

One molecule with the formula C2H6N2OS at a distorted geometry (the ωB97M-V functional and the def2-TZVPD basis, the OMol25 dataset).

Calculated values
**ΔE to the lowest compared entry with this formula, charge and spin**: 1.1625 eV
**Structure (SMILES)**: CSC(=O)NN
**Net charge**: 0
**Lowest unoccupied orbital energy**: 0.69 eV

Geometry as XYZ:
```
12
C2H6N2OS the ωB97M-V functional and the def2-TZVPD basis
C -2.2255 -0.1905 0.0485
C 0.2942 0.6896 -0.0571
H -2.2928 0.5401 0.8988
H -2.9053 -1.0279 0.1532
H -2.5550 0.3447 -0.8432
H 2.2422 1.2953 -0.1789
H 2.2465 -1.1815 0.8581
H 1.9776 -1.2090 -0.7753
N 1.6823 0.5299 0.0888
N 2.3712 -0.6668 -0.0497
O -0.3245 1.7189 -0.0718
S -0.5110 -0.8428 -0.0714
```

Atomic partial charges in e from the Löwdin method, atoms 1 to 4: atom 1 (C): -0.366, atom 2 (C): -0.824, atom 3 (H): 0.062, atom 4 (H): 0.025



Entry 8:
# C2H6N2OS

One molecule with the formula C2H6N2OS at a distorted geometry (the ωB97M-V functional and the def2-TZVPD basis, the OMol25 dataset).

Calculated values
**ΔE to the lowest compared entry with this formula, charge and spin**: 3.0346 eV
**Structure (SMILES)**: C/C(=N/O)NS
**Net charge**: 0
**Lowest unoccupied orbital energy**: 0.54 eV

Geometry as XYZ:
```
12
C2H6N2OS the ωB97M-V functional and the def2-TZVPD basis
C 0.9140 -1.2042 -0.2900
C -0.2403 -0.2159 -0.3585
H 1.8954 -0.6389 -0.4009
H 0.8825 -1.8467 -1.2052
H 0.9233 -1.8650 0.6372
H -0.7909 -0.3055 1.5796
H 1.3566 1.2401 1.4418
H -1.9320 1.3453 -0.5516
N -0.7705 0.4024 0.8568
N -0.6517 0.2020 -1.4783
O -1.7391 1.0892 -1.4815
S 0.1527 1.7972 1.2507
```

Atomic partial charges in e from the Löwdin method, atoms 1 to 4: atom 1 (C): -0.052, atom 2 (C): -0.512, atom 3 (H): 0.090, atom 4 (H): 0.084



Entry 9:
# C2H6N2OS

One molecule with the formula C2H6N2OS at a distorted geometry (the ωB97M-V functional and the def2-TZVPD basis, the OMol25 dataset).

Calculated values
**ΔE to the lowest compared entry with this formula, charge and spin**: 2.2954 eV
**Structure (SMILES)**: CNC(=S)NO
**Net charge**: 0
**Lowest unoccupied orbital energy**: 0.59 eV

Geometry as XYZ:
```
12
C2H6N2OS the ωB97M-V functional and the def2-TZVPD basis
C 1.1096 0.0191 1.6023
C -0.5258 -0.1425 -0.2590
H 1.0563 -0.9847 1.9683
H 0.4645 0.6528 2.1856
H 2.1554 0.3357 1.6690
H 1.3332 0.5832 -0.4401
H 0.1698 0.5137 -2.0863
H -2.2981 -0.3030 -1.5273
N 0.6887 0.1817 0.2148
N -0.5719 -0.0009 -1.6432
O -1.7902 0.0754 -2.2833
S -1.7916 -0.9305 0.5991
```

Atomic partial charges in e from the Löwdin method, atoms 1 to 4: atom 1 (C): -0.089, atom 2 (C): -0.795, atom 3 (H): 0.069, atom 4 (H): 0.076



Entry 10:
# C2H6N2OS

One molecule with the formula C2H6N2OS at a distorted geometry (the ωB97M-V functional and the def2-TZVPD basis, the OMol25 dataset).

Calculated values
**ΔE to the lowest compared entry with this formula, charge and spin**: 3.2156 eV
**Structure (SMILES)**: [H]/N=C(\NO)SC
**Net charge**: 0
**Lowest unoccupied orbital energy**: 0.67 eV

Geometry as XYZ:
```
12
C2H6N2OS the ωB97M-V functional and the def2-TZVPD basis
C -2.1715 -0.3627 0.1021
C 0.5078 0.3104 -0.0264
H -2.2125 0.1138 1.1812
H -2.4631 0.5411 -0.6178
H -2.9035 -1.1393 -0.0973
H 0.7488 2.2255 0.1108
H 2.4758 0.8210 0.0654
H 2.4356 -1.6400 -0.6543
N -0.0094 1.4411 -0.0028
N 1.8671 0.0781 -0.2366
O 2.3191 -1.2074 0.2920
S -0.5943 -1.1817 -0.1164
```

Atomic partial charges in e from the Löwdin method, atoms 1 to 4: atom 1 (C): -0.487, atom 2 (C): -0.738, atom 3 (H): 0.072, atom 4 (H): 0.080



Entry 11:
# C2H6N2P

An isolated ion of composition C2H6N2P and charge +1 at a distorted geometry (the ωB97M-V functional and the def2-TZVPD basis, the OMol25 dataset).

Calculated values
**ΔE to the lowest compared entry with this formula, charge and spin**: 3.4210 eV
**Structure (SMILES)**: C1=[NH+]C=[PH2]N1
**Net charge**: +1
**Lowest unoccupied orbital energy**: -4.64 eV

Geometry as XYZ:
```
11
C2H6N2P the ωB97M-V functional and the def2-TZVPD basis
C -1.2129 0.4102 -0.4741
C 0.2529 -1.0757 0.1064
N -0.1976 1.2437 -0.2933
N -1.0013 -0.8927 -0.2443
P 1.1814 0.4731 0.2239
H -2.1992 0.5811 -0.0352
H 2.3933 0.7898 -0.3940
H 0.6973 -2.1119 0.1888
H -0.4607 2.2052 -0.1485
H -1.5292 -1.7925 -0.3558
H 2.0758 0.1697 1.4261
```

Atomic partial charges in e from the Löwdin method, atoms 1 to 4: atom 1 (C): -0.231, atom 2 (C): -0.249, atom 3 (N): -0.117, atom 4 (N): 0.006



Entry 12:
# C2H6N2P2

One molecule with the formula C2H6N2P2 at a distorted geometry (the ωB97M-V functional and the def2-TZVPD basis, the OMol25 dataset).

Calculated values
**ΔE to the lowest compared entry with this formula, charge and spin**: 0.5669 eV
**Structure (SMILES)**: NP(N)[C@H]1C=P1
**Net charge**: 0
**Lowest unoccupied orbital energy**: -0.04 eV

Geometry as XYZ:
```
12
C2H6N2P2 the ωB97M-V functional and the def2-TZVPD basis
C 2.2852 -0.2224 -0.7030
C 0.7976 0.0968 -0.6641
N -1.7314 -0.9262 -0.1248
N -0.8339 1.0451 1.2278
P 1.6883 -1.1923 -1.8415
P -0.2570 -0.5175 0.7122
H 3.0051 0.1289 -0.0902
H 0.4337 1.0752 -0.9933
H -2.4002 -1.2080 0.5666
H -1.7879 -1.2799 -1.0548
H -1.0714 1.2878 2.1303
H -0.1281 1.7125 0.8348
```

Atomic partial charges in e from the Löwdin method, atoms 1 to 4: atom 1 (C): -0.513, atom 2 (C): -0.708, atom 3 (N): -0.227, atom 4 (N): -0.216



Number 1: electronic energy -11288.4275 eV. Number 2: electronic energy -11291.8193 eV. Number 3: electronic energy -11285.5901 eV. Number 4: electronic energy -11283.2480 eV. Number 5: electronic energy -22121.5404 eV. Number 6: electronic energy -13335.6906 eV. Number 7: electronic energy -18033.6427 eV. Number 8: electronic energy -18031.7706 eV. Number 9: electronic energy -18032.5098 eV. Number 10: electronic energy -18031.5897 eV. Number 11: electronic energy -14429.7892 eV. Number 12: electronic energy -23726.6369 eV.